Model w:
{"formula": "C18H54O15", "method": "wB97M-V/def2-TZVPD", "smiles": "OCCO.OCCO.OCCO.OCCO.OCCO.OCCO.CCO.CCO.CCO", "lumo_energy_ev": 0.194, "homo_lumo_gap_ev": 9.74, "species": ["O", "O", "O", "O", "O", "O", "O", "O", "O", "O", "O", "O", "O", "O", "O", "C", "C", "C", "C", "C", "C", "C", "C", "C", "C", "C", "C", "C", "C", "C", "C", "C", "C", "H", "H", "H", "H", "H", "H", "H", "H", "H", "H", "H", "H", "H", "H", "H", "H", "H", "H", "H", "H", "H", "H", "H", "H", "H", "H", "H", "H", "H", "H", "H", "H", "H", "H", "H", "H", "H", "H", "H", "H", "H", "H", "H", "H", "H", "H", "H", "H", "H", "H", "H", "H", "H", "H"], "xyz": [[4.745, 4.628, 2.436], [2.040, -1.713, -1.571], [3.853, 0.212, -1.005], [0.760, 3.041, -0.675], [3.625, -3.781, -0.680], [-3.035, -4.196, 4.596], [-5.439, -0.118, -0.491], [-0.698, -3.165, -2.215], [-3.126, 1.641, -1.047], [-2.737, -0.891, -4.213], [1.197, -4.311, 1.015], [0.948, 6.054, -2.657], [-4.286, -1.582, 2.010], [3.393, 2.545, 0.741], [-0.566, 0.782, -0.033], [-1.479, -2.004, -2.539], [-0.189, -0.226, 2.061], [-1.792, -2.131, 4.742], [5.195, 4.023, 1.243], [0.145, -0.346, 0.580], [0.739, 5.351, -1.423], [-4.656, 3.174, -0.067], [-3.194, 2.915, -0.440], [4.776, 2.585, 1.083], [-3.846, -1.578, 0.650], [3.123, 0.353, -2.241], [2.620, -0.992, -2.671], [-1.921, -3.488, 4.093], [2.376, -3.649, 1.423], [-4.970, -1.440, -0.333], [3.604, -4.188, 0.693], [1.350, 3.974, -1.581], [-1.931, -2.052, -3.975], [-5.823, -2.100, -0.162], [2.480, -3.783, 2.501], [1.195, -0.143, 0.368], [3.719, 0.830, -3.019], [-0.339, 5.331, -1.240], [1.193, 5.887, -0.579], [-2.226, 1.289, -0.952], [2.435, 3.887, -1.458], [0.113, 0.756, 2.428], [-2.578, 3.033, 0.459], [-1.248, -0.338, 2.275], [-5.142, -1.139, 1.993], [4.962, 2.028, 2.011], [3.348, -4.549, -1.193], [-1.020, -4.071, 4.350], [6.270, 4.100, 1.040], [-5.289, 3.385, -0.929], [0.281, 6.745, -2.692], [-2.798, 3.729, -1.059], [-1.082, -2.100, -4.669], [-3.632, -1.183, -4.399], [-0.865, -1.117, -2.356], [-1.766, -2.205, 5.826], [0.846, -3.820, 0.257], [0.030, 1.410, -0.462], [3.478, -0.564, -0.563], [2.601, -2.469, -1.306], [-4.582, -1.814, -1.299], [4.749, 4.585, 0.413], [-2.320, -1.955, -1.851], [4.472, 5.530, 2.272], [3.194, 1.685, 0.352], [2.307, 1.053, -2.022], [-1.856, -3.434, 2.998], [-3.252, -2.471, 0.407], [-3.042, -0.830, 0.558], [1.243, 3.081, 0.161], [0.219, -2.944, -2.401], [-4.679, 0.474, -0.609], [3.326, -1.604, -3.234], [-4.704, 4.085, 0.543], [1.226, 3.642, -2.615], [-0.193, -1.219, 0.028], [4.531, -3.802, 1.131], [-2.473, -2.951, -4.286], [5.323, 2.060, 0.295], [1.725, -0.875, -3.293], [-2.589, -1.463, 4.403], [-5.145, 2.419, 0.546], [2.455, -2.566, 1.250], [-0.905, -1.619, 4.366], [-2.914, -5.135, 4.454], [3.675, -5.272, 0.817], [0.437, -0.916, 2.636]], "mulliken_charge": [-0.53, -0.36, -0.54, -0.22, -0.53, -0.56, -0.55, -0.61, -0.48, -0.52, -0.59, -0.54, -0.54, -0.42, -0.12, 1.09, -1.03, -0.96, -0.48, 0.74, -0.29, -1.46, 0.15, -0.34, 0.50, 0.04, -0.45, -0.01, 0.09, -0.56, -0.60, -0.50, -0.61, 0.43, 0.44, -0.36, 0.49, 0.16, 0.24, 0.31, 0.23, 0.22, 0.27, 0.25, 0.29, 0.32, 0.29, 0.34, 0.31, 0.29, 0.31, 0.19, 0.26, 0.30, -0.08, 0.40, 0.36, 0.22, 0.31, 0.20, 0.10, 0.23, -0.57, 0.33, 0.20, -0.16, 0.11, 0.24, -0.36, 0.20, 0.32, 0.39, 0.35, 0.39, 0.39, -0.17, 0.28, 0.36, 0.30, 0.25, 0.19, 0.40, -0.13, 0.21, 0.31, 0.36, 0.31]}

***

Model x:
{"formula": "C18H54O15", "method": "wB97M-V/def2-TZVPD", "smiles": "OCCO.OCCO.OCCO.OCCO.OCCO.OCCO.CCO.CCO.CCO", "lumo_energy_ev": 0.209, "homo_lumo_gap_ev": 9.62, "species": ["O", "O", "O", "O", "O", "O", "O", "O", "O", "O", "O", "O", "O", "O", "O", "C", "C", "C", "C", "C", "C", "C", "C", "C", "C", "C", "C", "C", "C", "C", "C", "C", "C", "H", "H", "H", "H", "H", "H", "H", "H", "H", "H", "H", "H", "H", "H", "H", "H", "H", "H", "H", "H", "H", "H", "H", "H", "H", "H", "H", "H", "H", "H", "H", "H", "H", "H", "H", "H", "H", "H", "H", "H", "H", "H", "H", "H", "H", "H", "H", "H", "H", "H", "H", "H", "H", "H"], "xyz": [[-3.176, 0.654, -4.657], [0.063, -1.372, 5.805], [-4.167, -2.828, -0.370], [6.396, -2.436, 4.046], [2.986, -0.579, -6.200], [3.625, -0.210, -0.996], [-6.818, -2.880, -2.012], [3.827, -1.386, -3.509], [-2.816, -0.453, 0.443], [-2.948, 2.378, 1.059], [-5.024, -1.443, -4.000], [2.215, 2.723, 3.424], [-0.398, 2.452, 2.244], [1.448, 0.191, 2.883], [3.902, -1.140, 1.722], [-3.163, -0.025, -3.434], [-4.602, -0.442, -3.110], [-3.076, 3.494, 0.239], [5.846, 0.577, -1.176], [-1.463, -0.604, 0.753], [0.121, 3.609, 2.828], [4.398, 0.969, -0.984], [-4.454, 3.425, -0.387], [-0.524, -0.194, -0.393], [-6.309, -3.606, -0.914], [1.667, 3.709, 2.584], [5.177, -1.581, 2.188], [0.270, -0.396, 4.826], [2.459, -1.288, -3.930], [-5.541, -2.803, 0.125], [1.052, -0.913, 3.635], [2.294, -0.189, -5.035], [5.064, -2.291, 3.542], [-1.291, -0.086, 1.698], [0.877, 0.404, 5.260], [-2.122, 2.426, 1.558], [-2.279, 3.582, -0.503], [-4.871, 2.472, -0.712], [4.329, -1.821, -4.202], [-5.636, -3.272, 1.104], [6.354, -0.126, -0.516], [-0.612, -1.137, 6.445], [5.884, -0.753, 2.290], [-4.787, -0.742, -2.080], [5.738, -2.078, 1.393], [2.101, 4.647, 2.933], [4.480, -1.667, 4.220], [3.962, -0.895, 0.792], [-0.467, 0.896, -0.417], [-3.618, -2.144, 0.029], [2.024, 1.846, 3.074], [-0.606, 0.152, 4.471], [-2.979, 4.389, 0.857], [1.913, -1.526, 3.903], [-2.864, 0.604, -2.593], [-6.096, -2.459, -2.488], [-2.625, 1.439, -4.649], [2.769, 0.720, -4.659], [0.320, -1.462, 3.040], [-5.151, 0.458, -3.398], [0.499, -0.449, -0.115], [2.239, -0.114, 2.422], [-2.486, -0.876, -3.533], [6.467, 1.475, -1.204], [-1.379, -1.680, 0.914], [4.462, -3.197, 3.471], [-5.853, -4.510, -1.323], [-4.592, 4.024, -1.290], [1.276, -0.063, -5.404], [4.175, 1.682, -1.779], [1.861, -1.060, -3.047], [-0.824, -0.571, -1.370], [3.814, -0.721, -1.792], [-5.190, 3.907, 0.259], [0.208, 1.704, 2.270], [4.367, 1.457, -0.009], [2.021, 3.681, 1.552], [6.580, -3.347, 3.802], [-0.412, 4.410, 2.312], [6.032, 0.208, -2.187], [2.027, -2.239, -4.243], [2.790, 0.044, -6.902], [-2.933, 0.500, 0.523], [-6.006, -1.817, 0.097], [-7.254, -3.989, -0.523], [-0.115, 3.652, 3.891], [-4.851, -1.099, -4.880]], "mulliken_charge": [-0.60, -0.54, -0.54, -0.53, -0.54, -0.56, -0.51, -0.57, -0.48, -0.47, -0.63, -0.48, -0.44, -0.45, -0.40, -0.02, -0.24, -0.09, -1.16, -0.10, -0.22, -0.13, -1.33, -0.70, -0.60, -0.64, -0.26, -0.42, -0.15, -0.29, -0.20, -0.35, -0.58, -0.03, 0.25, 0.38, 0.27, 0.28, 0.30, 0.41, 0.24, 0.32, 0.36, 0.20, 0.36, 0.40, 0.17, 0.18, 0.25, 0.32, 0.56, 0.26, 0.32, 0.30, 0.14, 0.35, 0.33, 0.23, 0.16, 0.26, 0.25, 0.22, 0.19, 0.39, 0.42, 0.35, 0.29, 0.39, 0.35, 0.35, 0.08, 0.18, 0.22, 0.34, 0.13, 0.25, 0.20, 0.35, 0.32, 0.30, 0.38, 0.30, 0.24, 0.25, 0.30, 0.25, 0.35]}

***

Verdict on stability: model x comes out at the bottom.

***

Model w:
{"formula": "C2H4N2OS", "method": "wB97M-V/def2-TZVPD", "lumo_energy_ev": 0.518, "homo_lumo_gap_ev": 9.87, "species": ["S", "O", "N", "N", "C", "C", "H", "H", "H", "H"], "xyz": [[0.540, -0.344, -0.567], [1.896, -1.507, 1.697], [-2.490, 0.158, -0.291], [-0.193, 1.143, -0.507], [1.505, -0.463, 1.042], [-1.745, 1.029, -0.701], [0.182, 2.065, -0.851], [-3.484, 0.321, -0.386], [1.803, 0.679, 1.676], [-2.081, 1.979, -1.398]], "nbo_charge": [0.45, -0.54, -0.65, -0.85, 0.22, 0.31, 0.41, 0.38, 0.14, 0.14]}

***

Model x:
{"formula": "C2H4N2OS", "method": "wB97M-V/def2-TZVPD", "smiles": "[H]/N=C(/N)SC=O", "lumo_energy_ev": 0.495, "homo_lumo_gap_ev": 10.37, "species": ["S", "O", "N", "N", "C", "C", "H", "H", "H", "H"], "xyz": [[0.204, 0.712, -0.779], [1.984, -0.636, 0.676], [-2.241, 0.280, -0.110], [-0.804, -1.287, 0.892], [1.749, 0.255, -0.101], [-0.954, -0.226, 0.201], [-2.958, -0.150, 0.509], [-2.311, 1.330, -0.063], [2.521, 0.982, -0.414], [0.165, -1.596, 0.952]], "nbo_charge": [0.21, -0.53, -0.83, -0.67, 0.24, 0.27, 0.40, 0.38, 0.14, 0.38]}

***

Model y:
{"formula": "C2H4N2OS", "method": "wB97M-V/def2-TZVPD", "lumo_energy_ev": [-1.286, -1.327], "homo_lumo_gap_ev": [8.49, 8.42], "species": ["S", "O", "N", "N", "C", "C", "H", "H", "H", "H"], "xyz": [[1.707, 0.276, 0.009], [1.180, 1.981, -1.346], [-0.104, -0.993, -1.109], [1.084, -0.790, -1.171], [0.060, 0.252, 0.910], [-0.879, -0.427, -0.118], [0.133, -0.407, 1.709], [-0.139, 1.152, 1.306], [-1.694, 0.235, -0.655], [-1.347, -1.279, 0.464]], "nbo_charge": [0.74, -0.57, -0.08, -0.22, -0.53, -0.30, 0.21, 0.25, 0.26, 0.24]}

***

Verdict on stability: model y comes out at the bottom.